Record 1
DFT (ωB97M-V/def2-TZVPD) results for a cluster of 12 separate species, C30H81N3O12 in total at a distorted geometry.

Values from the calculation:
Energy above the lowest of the compared OMol25 structures with the same formula, charge and spin = 0.00 kcal per mole
Molecular weight = 675.99 g/mol
Multiplicity = 1
Gap between HOMO and LUMO = 8.0063 eV
F_max = 2.69 eV/Å
SMILES string = CC1(C)CCCC(C)(C)N1O.CC1(C)CCCC(C)(C)N1O.CC1(C)CCCC(C)(C)N1O.CO.CO.CO.O.O.O.O.O.O

Element x y z (Å)
O 15.79960 -3.45933 14.15756
O 20.60454 -1.29691 11.97106
O 17.23037 -3.15091 19.01161
O 17.33289 2.31359 18.14772
O 18.84051 7.16643 13.57404
O 13.32825 0.17118 13.53744
O 15.21679 3.08291 12.02258
O 15.25922 -0.06058 11.55818
O 17.99720 0.65868 15.73568
O 19.96260 1.73164 13.95570
O 14.64014 3.11542 17.86149
O 13.53289 2.32259 15.23928
N 18.60751 7.09855 14.95702
N 18.14092 -2.77233 20.02183
N 21.71842 -1.43389 12.83929
C 18.98144 7.29195 17.76163
C 23.08788 -0.27396 11.22124
C 14.79963 4.34151 18.54030
C 19.62496 9.32339 15.44082
C 19.12804 -0.96338 18.67297
C 18.39228 8.40751 15.55495
C 16.50053 -3.27789 21.70072
C 20.21982 -3.23266 18.71947
C 23.14144 -2.76528 11.17247
C 20.30985 -1.62562 14.78870
C 20.64478 5.73002 15.28992
C 22.97712 -1.53067 12.08103
C 16.67226 -3.33578 15.26095
C 21.44890 -2.29070 14.00306
C 19.15471 5.91016 15.59524
C 23.99080 -2.45985 14.25570
C 18.90652 -3.08060 22.38605
C 19.38794 -2.21705 19.51784
C 18.40088 4.68684 15.05492
C 21.04941 -3.69880 13.59652
C 17.15093 9.04361 14.90007
C 18.01976 8.25727 17.05077
C 16.74585 0.64557 15.03987
C 24.13805 -1.50471 13.08313
C 18.88719 5.92896 17.10115
C 20.10697 -1.71597 20.76160
C 18.17520 -5.06059 21.03171
C 22.66500 -2.25841 14.95935
C 17.95047 -3.56178 21.25968
C 20.28951 -2.75041 21.85806
H 17.32266 4.70982 15.21218
H 17.27313 -2.41573 15.24492
H 15.43358 2.58087 18.05822
H 19.49660 9.95237 14.54822
H 19.10620 -3.90998 23.07639
H 21.20742 -2.88154 18.41883
H 22.52680 -3.08116 15.66664
H 21.03101 4.82122 15.75362
H 12.45653 0.33135 13.16151
H 16.59679 -0.35888 14.64470
H 13.37245 0.73971 14.33662
H 20.27105 -0.44949 12.28961
H 19.64238 -0.82504 21.20043
H 17.93690 -5.64823 21.91640
H 21.22446 6.59679 15.61552
H 20.81530 -3.62318 21.46966
H 16.99369 7.89885 17.13244
H 15.74130 4.83690 18.28929
H 20.74057 -4.22660 14.50764
H 14.76734 4.23375 19.62860
H 17.26911 9.16262 13.82390
H 19.43419 1.85792 13.15540
H 20.00766 7.66991 17.69605
H 18.69459 0.99832 15.15742
H 16.72206 1.36597 14.22097
H 20.56618 8.80433 15.27879
H 21.08851 -1.27599 20.52670
H 16.09654 -3.17107 16.17176
H 20.61080 2.44660 13.93351
H 24.81447 -2.31970 14.96352
H 21.91070 -4.24124 13.20466
H 19.56004 5.22300 17.59551
H 15.91967 -2.64161 21.03931
H 17.58173 -5.38021 20.17314
H 17.83580 1.66162 17.62601
H 18.78014 3.74109 15.44939
H 20.86738 -2.25424 22.64195
H 17.88262 5.53496 17.28209
H 18.47462 -2.26441 22.96184
H 13.86404 2.35679 16.15533
H 15.42066 0.84715 11.82861
H 13.97422 4.99576 18.26565
H 24.12427 -0.47977 13.47689
H 24.02117 -2.67407 10.53034
H 19.21524 -5.25495 20.75918
H 20.32119 -0.54333 14.87323
H 15.87456 -4.18297 21.68094
H 22.98946 -3.76646 11.55959
H 18.57052 4.61882 13.97298
H 22.68860 -1.33364 15.53646
H 24.08576 -0.25367 10.77191
H 18.48708 -1.31736 17.84904
H 15.96980 0.93479 15.74518
H 16.80119 -2.31517 18.78967
H 16.43598 -2.98441 22.74874
H 24.13151 -3.50790 13.96765
H 22.31294 -0.17095 10.46688
H 20.82158 5.68581 14.21299
H 17.36413 -4.16873 15.37412
H 16.98897 10.01619 15.36534
H 19.64056 -3.47933 17.82618
H 17.97223 2.69122 18.76142
H 16.32064 8.36695 15.09691
H 16.33408 -3.79244 13.43047
H 19.99064 -0.52891 18.17978
H 18.43343 -0.33334 19.23148
H 18.14931 9.22364 17.53503
H 14.97292 2.61232 11.21303
H 14.68172 3.88515 12.00121
H 18.77545 7.26037 18.83306
H 19.35946 -1.79265 14.26314
H 14.57936 -0.37247 12.19060
H 22.37453 -2.66602 10.38547
H 14.24604 2.69340 14.70269
H 23.10191 0.62341 11.84618
H 19.71220 10.10302 16.20059
H 20.23174 -3.79736 12.88606
H 18.04616 6.75769 13.21008
H 25.09813 -1.61824 12.57982
H 20.19656 -2.16351 15.73208
H 20.33804 -4.15381 19.28977

Atomic forces in eV per Å
0.2 -0.2 0.0
0.1 -0.2 0.4
0.3 -0.2 -0.2
0.4 -0.2 0.0
0.2 -0.2 0.0
-0.2 0.0 0.3
-0.1 0.0 -0.2
-0.1 -0.3 -0.1
0.0 0.3 0.3
-0.1 0.1 -0.4
0.3 -0.5 0.1
0.2 -0.1 0.2
-1.2 -0.1 0.8
-0.1 1.1 0.5
1.3 0.6 0.4
0.1 0.3 -0.4
0.8 0.3 0.2
-0.1 0.3 0.2
-0.2 1.1 -1.3
-2.0 -1.6 -0.8
0.0 0.3 0.6
-1.0 -1.4 0.3
-0.5 -0.2 0.0
-1.3 0.7 -1.8
-1.3 -0.9 -0.7
0.2 0.4 -0.2
0.2 -0.7 0.1
0.3 1.0 0.6
-0.4 1.2 -0.2
0.0 -0.4 -0.1
0.5 -0.3 0.0
0.6 -1.0 -0.3
1.0 0.3 0.6
0.3 -0.4 -0.9
0.3 -0.8 0.9
0.6 -0.2 0.1
1.1 -0.7 0.0
0.6 -0.1 0.1
-0.3 0.8 0.6
-0.2 0.1 0.7
1.5 0.5 0.4
0.2 0.1 -0.6
0.0 -0.7 -0.5
-0.2 0.4 0.0
-0.5 1.2 -0.3
0.0 0.2 0.2
0.2 -0.1 -0.5
-0.2 0.3 -0.1
0.1 -0.3 -0.2
-0.8 0.0 0.1
0.0 0.2 0.0
-0.1 0.1 0.1
0.1 0.0 0.0
0.1 0.0 0.1
-0.4 0.1 -0.1
0.0 -0.1 -0.4
-0.3 -0.1 -0.3
-0.7 -0.3 -0.1
-0.1 0.0 0.0
0.0 -0.1 0.3
0.0 -0.1 0.2
-0.1 0.0 0.2
0.0 0.0 -0.1
0.0 -0.1 -0.1
0.0 -0.2 0.0
0.1 0.1 0.0
0.1 0.1 0.1
0.0 0.1 -0.2
-0.1 0.0 0.1
0.1 0.0 -0.1
0.0 -0.1 0.4
0.0 -0.5 -0.6
-0.3 -0.6 0.0
0.0 -0.1 0.1
-0.1 0.3 0.0
-0.1 0.0 0.0
0.1 0.0 -0.2
0.5 0.6 0.1
-0.1 -0.1 0.2
-0.3 0.1 -0.2
0.0 0.1 0.3
0.2 -0.5 0.1
-0.1 0.1 -0.1
0.1 0.2 -0.2
-0.1 0.3 -0.1
0.0 -0.2 0.3
0.0 0.0 -0.1
0.2 -0.1 0.2
0.5 -0.2 0.6
0.0 0.0 0.2
0.8 0.0 0.4
0.4 -0.2 -0.1
0.4 0.1 0.4
-0.1 0.0 0.0
-0.2 0.2 -0.2
-0.2 -0.2 -0.4
0.3 0.2 -0.2
-0.1 -0.2 0.0
-0.2 -0.2 0.0
0.1 0.5 -0.1
-0.3 0.0 -0.3
0.0 -0.2 -0.1
-0.2 -0.2 0.0
-0.1 -0.2 0.1
-0.2 0.0 -0.1
0.1 -0.1 -0.1
-0.1 0.0 0.0
-0.2 0.2 -0.1
-0.2 0.1 -0.1
0.2 0.3 0.5
0.6 0.6 0.1
-0.5 0.2 -0.2
0.0 0.2 0.1
0.1 -0.1 0.0
-0.2 -0.2 0.0
0.1 -0.2 0.0
0.4 0.4 -0.2
-0.2 -0.2 0.3
-0.1 0.0 0.1
-0.4 -0.1 0.2
0.0 -0.5 0.5
0.0 0.5 -0.1
0.1 0.1 -0.2
-0.1 -0.2 -0.2
0.1 0.4 0.2
0.1 0.0 0.0

Results of the Mulliken charge analysis, in e, for atoms 1 through 99: atom 1 (O): -0.533, atom 2 (O): -0.554, atom 3 (O): -0.412, atom 4 (O): -0.461, atom 5 (O): -0.534, atom 6 (O): -0.607, atom 7 (O): -0.584, atom 8 (O): -0.600, atom 9 (O): 0.240, atom 10 (O): -0.583, atom 11 (O): -0.488, atom 12 (O): -0.691, atom 13 (N): 0.642, atom 14 (N): 0.443, atom 15 (N): 0.792, atom 16 (C): -1.045, atom 17 (C): -2.010, atom 18 (C): -0.327, atom 19 (C): -1.665, atom 20 (C): -2.549, atom 21 (C): 1.316, atom 22 (C): -1.641, atom 23 (C): -1.745, atom 24 (C): -1.546, atom 25 (C): -2.014, atom 26 (C): -1.925, atom 27 (C): 1.280, atom 28 (C): -0.168, atom 29 (C): 1.983, atom 30 (C): 2.085, atom 31 (C): -0.915, atom 32 (C): -1.360, atom 33 (C): 2.215, atom 34 (C): -2.168, atom 35 (C): -1.885, atom 36 (C): -1.911, atom 37 (C): -1.139, atom 38 (C): -0.632, atom 39 (C): -1.170, atom 40 (C): -0.409, atom 41 (C): -1.461, atom 42 (C): -1.856, atom 43 (C): -1.084, atom 44 (C): 1.589, atom 45 (C): -0.665, atom 46 (H): 0.371, atom 47 (H): -0.199, atom 48 (H): 0.312, atom 49 (H): 0.453, atom 50 (H): 0.339, atom 51 (H): 0.334, atom 52 (H): 0.336, atom 53 (H): 0.433, atom 54 (H): 0.256, atom 55 (H): 0.114, atom 56 (H): 0.385, atom 57 (H): 0.321, atom 58 (H): 0.401, atom 59 (H): 0.491, atom 60 (H): 0.329, atom 61 (H): 0.339, atom 62 (H): 0.312, atom 63 (H): -0.078, atom 64 (H): 0.441, atom 65 (H): 0.262, atom 66 (H): 0.425, atom 67 (H): 0.272, atom 68 (H): 0.371, atom 69 (H): -0.083, atom 70 (H): 0.293, atom 71 (H): 0.287, atom 72 (H): 0.498, atom 73 (H): 0.225, atom 74 (H): 0.199, atom 75 (H): 0.461, atom 76 (H): 0.440, atom 77 (H): 0.514, atom 78 (H): 0.261, atom 79 (H): 0.394, atom 80 (H): 0.171, atom 81 (H): 0.296, atom 82 (H): 0.392, atom 83 (H): -0.371, atom 84 (H): 0.476, atom 85 (H): 0.402, atom 86 (H): 0.274, atom 87 (H): 0.299, atom 88 (H): 0.403, atom 89 (H): 0.414, atom 90 (H): 0.389, atom 91 (H): 0.399, atom 92 (H): 0.380, atom 93 (H): 0.247, atom 94 (H): 0.492, atom 95 (H): 0.410, atom 96 (H): 0.440, atom 97 (H): 0.278, atom 98 (H): 0.274, atom 99 (H): 0.347

=====

Record 2
DFT (ωB97M-V/def2-TZVPD) results for an isolated molecule of C19H20N4OS.

Values from the calculation:
Energy above the lowest of the compared OMol25 structures with the same formula, charge and spin = 0.56 kcal per mole
Molecular weight = 352.46 g/mol
Multiplicity = 1
Gap between HOMO and LUMO = 8.0850 eV
F_max = 0.79 eV/Å
SMILES string = O=C(CSc1nc2ccccc2[nH]1)N1CCN(c2ccccc2)CC1

Element x y z (Å)
S -2.91861 -2.07440 -1.83166
O -2.88463 -1.63018 1.78723
N -1.83041 0.38527 -1.63649
N -3.67560 0.13612 -0.40211
N 1.78180 -0.80659 0.41160
N -0.91336 -1.78593 0.71702
C 4.36009 1.66175 -0.49413
C -0.06995 -2.19419 -0.38847
C -2.21953 -2.06227 0.85911
C -1.36387 2.75442 -0.96274
C -3.22867 1.40976 -0.16148
C -0.29845 -0.85395 1.64591
C 4.08877 -1.07308 -0.24284
C -2.88221 -2.92548 -0.19980
C 5.44708 0.84392 -0.74908
C -2.07368 1.55823 -0.96638
C -3.68844 2.43116 0.65301
C 0.70839 0.02171 0.91286
C -2.96831 3.60853 0.64289
C -2.78135 -0.42163 -1.27094
C 2.97891 -0.25692 0.00670
C 5.29882 -0.52654 -0.62040
C -1.82885 3.76614 -0.15019
C 3.14145 1.12646 -0.12483
C 1.39802 -2.14744 0.03532
H -3.29228 4.43064 1.26321
H -0.48598 2.87247 -1.57758
H 1.11896 0.74956 1.61818
H -4.42301 -0.33792 0.07811
H 6.13880 -1.18052 -0.80624
H 2.00421 -2.47812 -0.81138
H -0.31876 -3.21183 -0.69593
H -2.35985 -3.86704 -0.36107
H -4.56681 2.30772 1.26739
H 4.01304 -2.14268 -0.12047
H 0.19957 -1.40485 2.45183
H 2.30941 1.79076 0.04610
H -0.22064 -1.52394 -1.24437
H 4.45717 2.73356 -0.59182
H -1.09227 -0.24655 2.08751
H 0.19510 0.56789 0.10755
H 6.39587 1.26741 -1.04081
H -3.90633 -3.13050 0.11362
H 1.55823 -2.84911 0.86799
H -1.30184 4.70815 -0.12190

Atomic forces in eV per Å
-0.1 -0.2 0.0
-0.3 0.0 0.2
0.3 -0.3 -0.4
0.0 0.2 -0.1
-0.2 0.0 0.0
0.2 0.0 0.1
0.1 0.0 0.0
0.3 -0.1 -0.4
-0.1 -0.4 0.0
-0.1 0.0 0.0
0.5 0.3 -0.2
0.0 0.4 0.2
0.0 -0.1 -0.1
-0.2 0.2 -0.3
0.1 0.1 0.0
-0.7 0.1 0.4
-0.1 0.0 0.1
-0.1 0.1 0.1
-0.1 0.0 0.1
-0.2 -0.2 -0.2
0.2 0.0 0.0
0.0 0.0 0.0
0.2 0.1 -0.1
-0.2 0.0 0.1
0.0 -0.3 0.1
0.0 0.1 0.1
0.1 0.0 -0.1
-0.1 0.0 0.0
0.1 0.0 0.0
0.1 -0.1 0.0
-0.1 0.0 0.1
0.1 0.1 0.0
0.0 0.0 0.0
-0.1 0.0 0.1
0.0 -0.1 0.0
0.0 0.1 0.0
-0.1 0.0 0.0
0.0 -0.1 0.1
0.0 0.1 0.0
0.2 -0.1 0.0
0.1 0.0 0.1
0.1 0.0 0.0
0.2 0.0 0.1
0.0 -0.1 -0.2
0.0 0.1 0.0

For reference, the natural (NBO) charges in units of e are: atom 1 (S): 0.266, atom 2 (O): -0.645, atom 3 (N): -0.489, atom 4 (N): -0.538, atom 5 (N): -0.434, atom 6 (N): -0.435, atom 7 (C): -0.197, atom 8 (C): -0.234, atom 9 (C): 0.674, atom 10 (C): -0.226, atom 11 (C): 0.093, atom 12 (C): -0.230, atom 13 (C): -0.272, atom 14 (C): -0.612, atom 15 (C): -0.263, atom 16 (C): 0.133, atom 17 (C): -0.225, atom 18 (C): -0.219, atom 19 (C): -0.212, atom 20 (C): 0.207, atom 21 (C): 0.180, atom 22 (C): -0.185, atom 23 (C): -0.228, atom 24 (C): -0.242, atom 25 (C): -0.215, atom 26 (H): 0.215, atom 27 (H): 0.226, atom 28 (H): 0.215, atom 29 (H): 0.437, atom 30 (H): 0.210, atom 31 (H): 0.221, atom 32 (H): 0.210, atom 33 (H): 0.242, atom 34 (H): 0.218, atom 35 (H): 0.207, atom 36 (H): 0.199, atom 37 (H): 0.207, atom 38 (H): 0.232, atom 39 (H): 0.210, atom 40 (H): 0.249, atom 41 (H): 0.197, atom 42 (H): 0.211, atom 43 (H): 0.245, atom 44 (H): 0.184, atom 45 (H): 0.215

=====

Record 3
DFT (ωB97M-V/def2-TZVPD) results for a cluster of 2 separate species, C3H11NO in total at a distorted geometry.

Values from the calculation:
Energy above the lowest of the compared OMol25 structures with the same formula, charge and spin = 27.28 kcal per mole
Molecular weight = 77.13 g/mol
Multiplicity = 1
Gap between HOMO and LUMO = 10.9846 eV
F_max = 3.84 eV/Å
SMILES string = CC(C)N.O

Element x y z (Å)
O -3.40086 -0.32060 -0.63628
N -0.65467 -0.72411 -0.30048
C 0.49952 0.37538 -0.20508
C 1.75502 -0.31644 -0.50430
C 0.42901 0.93611 1.15639
H -0.30121 -1.18898 -1.15135
H -0.55873 1.32174 1.35233
H 1.86570 -0.93186 -1.42035
H 0.80469 0.12087 1.81071
H -0.27969 -1.38217 0.40984
H 1.96082 -0.93300 0.39276
H -3.80162 0.45674 -0.12121
H -2.43347 -0.40408 -0.70049
H 1.36790 1.50047 1.42583
H 0.17236 1.08424 -0.96157
H 2.57522 0.40568 -0.54674

Atomic forces in eV per Å
-2.2 1.1 0.4
3.0 0.4 0.0
-3.3 -1.2 -1.5
2.3 -0.3 0.3
2.8 -0.6 1.2
-0.8 0.0 0.1
0.2 0.4 0.6
-0.6 0.4 0.5
-1.5 -0.3 0.2
-0.9 0.2 -0.2
0.2 -0.1 -0.6
1.9 -1.8 -1.2
0.0 0.8 1.0
-1.4 1.0 -0.8
0.3 0.3 -0.1
0.1 0.0 0.0

For reference, the natural (NBO) charges in units of e are: atom 1 (O): -1.012, atom 2 (N): -0.834, atom 3 (C): -0.061, atom 4 (C): -0.635, atom 5 (C): -0.634, atom 6 (H): 0.348, atom 7 (H): 0.239, atom 8 (H): 0.221, atom 9 (H): 0.202, atom 10 (H): 0.345, atom 11 (H): 0.200, atom 12 (H): 0.475, atom 13 (H): 0.507, atom 14 (H): 0.225, atom 15 (H): 0.196, atom 16 (H): 0.218